171
Properties=species:S:1:pos:R:3:forces:R:3 method="wB97M-V/def2-TZVPD" gap_ev=7.001 homo_ev=-10.70 total_charge=+1 largest_force_ev_per_a=5.51
C 0.042 -0.938 2.100 -0.30 0.37 0.98
C -1.342 -0.407 2.701 1.81 -2.56 0.75
N -2.360 0.014 1.762 -0.35 1.24 1.09
C -2.722 1.379 1.548 2.20 0.21 -3.34
C -3.229 2.259 2.742 0.32 1.15 1.86
F -2.957 3.616 2.586 -0.52 -1.57 -1.07
F -2.543 2.017 3.942 -0.46 -0.79 -1.53
C -4.716 2.149 3.248 -0.96 1.65 1.77
F -5.712 2.453 2.383 1.31 -0.61 0.06
F -4.802 3.170 4.202 0.32 -1.04 -1.10
C -5.098 0.841 4.079 -1.35 -0.16 1.55
F -6.380 0.516 3.727 1.68 -0.28 0.03
F -5.182 1.131 5.414 0.44 -0.17 -1.51
F -4.243 -0.193 3.983 -0.92 0.81 -0.50
C -1.319 1.936 0.926 -0.22 0.81 1.12
I 0.177 2.765 2.267 -0.94 -0.47 -1.24
N -1.191 1.798 -0.364 0.77 0.25 1.17
C 0.027 2.259 -1.093 0.82 -0.31 -1.80
C 0.795 1.126 -1.867 0.76 0.26 0.13
C 1.767 0.249 -1.017 0.25 -0.72 -1.06
Br 3.135 1.310 -0.035 -0.81 -0.46 -0.36
C -2.412 1.181 -1.021 0.68 -0.82 -0.45
C -2.217 -0.365 -1.409 0.56 -0.29 -0.04
O -1.146 -1.024 -0.691 -1.37 -1.03 -0.08
C -1.480 -2.397 -0.729 -0.26 -3.29 -0.27
C -1.288 -3.198 -1.941 -0.51 -0.73 1.09
C -1.620 -4.610 -1.983 -0.40 0.08 1.80
C -2.155 -5.317 -0.818 0.55 2.84 0.07
C -2.380 -4.521 0.367 0.61 0.34 -1.40
C -2.057 -3.102 0.404 0.11 -0.46 -0.64
C -2.531 1.812 -2.458 0.60 0.04 -0.33
C -3.654 1.365 -3.425 -1.56 0.96 -1.52
O -4.272 2.232 -3.990 0.29 0.14 0.57
O -3.920 0.078 -3.818 1.21 -0.01 1.66
C -3.493 1.509 0.126 0.14 -0.64 -1.59
C -3.998 2.994 -0.203 0.05 0.07 1.44
C -5.217 3.212 -1.162 -1.15 1.99 -0.07
C -6.518 3.639 -0.349 0.37 -1.34 -0.64
O -4.942 4.381 -1.973 0.39 -0.61 0.48
P -5.085 0.475 0.091 -4.55 2.58 1.72
O -5.266 -0.654 1.316 1.42 -0.98 -2.14
O -5.485 -0.142 -1.402 1.75 -0.97 0.38
H 0.652 -1.249 2.990 -0.59 0.45 -0.81
H 0.612 -0.110 1.618 -0.45 -0.81 0.03
H -0.073 -1.849 1.476 0.14 0.91 0.19
H -1.001 0.290 3.495 -1.07 0.06 -0.79
H -1.736 -1.306 3.263 0.15 1.02 -0.38
H -2.750 -0.686 1.153 0.01 0.25 0.16
H 0.771 2.772 -0.447 -0.86 -0.53 0.03
H -0.240 3.027 -1.873 -0.29 -0.73 0.97
H 0.146 0.440 -2.466 0.32 0.54 0.67
H 1.435 1.659 -2.627 -0.64 -0.38 0.76
H 2.369 -0.355 -1.750 -0.50 0.61 0.77
H 1.283 -0.492 -0.347 0.28 0.94 -0.23
H -3.142 -0.973 -1.255 0.37 0.90 -0.11
H -1.953 -0.486 -2.496 -0.51 0.42 1.00
H -0.886 -2.759 -2.877 -0.24 -0.13 0.85
H -1.460 -5.232 -2.892 -0.02 0.91 0.62
H -2.385 -6.400 -0.810 0.22 0.93 -0.20
H -2.794 -5.026 1.270 0.41 0.69 -0.77
H -2.257 -2.593 1.379 0.33 -0.40 -1.01
H -2.506 2.933 -2.451 -0.53 -1.13 -0.06
H -1.600 1.536 -3.034 -0.74 0.16 0.82
H -4.843 0.053 -4.128 0.42 0.31 -0.17
H -3.063 3.556 -0.491 -1.08 -0.42 -0.13
H -4.334 3.543 0.719 0.53 -0.88 -0.69
H -5.550 2.405 -1.844 0.75 0.02 0.52
H -6.261 4.406 0.416 -0.35 -0.55 -0.58
H -7.298 3.999 -1.070 0.89 -0.10 0.65
H -6.904 2.683 0.102 0.24 1.17 -0.02
H -3.987 4.460 -2.125 -0.87 -0.25 -0.12
H -5.083 -1.561 0.987 0.06 0.13 0.61
H -6.406 -0.451 -1.446 0.26 0.39 0.36
C -3.749 10.037 -2.662 -0.06 -0.30 -0.26
C -2.583 9.670 -1.768 -0.29 0.88 0.00
O -2.368 8.244 -1.763 0.39 -0.79 -0.10
C -1.695 7.752 -2.803 -0.49 1.51 0.42
O -1.275 8.399 -3.716 0.25 -0.71 -0.15
C -1.503 6.244 -2.639 0.36 -1.20 -0.17
F -2.639 5.617 -2.256 0.45 0.58 -0.02
F -0.575 5.956 -1.705 -0.18 0.29 -0.04
F -1.103 5.650 -3.769 -0.13 0.43 0.15
H -4.644 9.484 -2.370 0.03 0.10 0.11
H -3.957 11.106 -2.601 0.05 -0.04 0.05
H -3.543 9.785 -3.703 0.07 0.11 0.04
H -2.804 9.955 -0.740 0.06 -0.37 0.04
H -1.671 10.195 -2.058 0.02 -0.25 -0.13
C 4.092 -2.393 7.517 -0.37 -0.09 -0.06
C 4.866 -2.518 6.221 0.31 0.36 0.68
O 4.160 -3.345 5.277 -0.42 -0.20 -0.65
C 3.178 -2.751 4.601 0.97 0.53 0.95
O 2.849 -1.605 4.730 -0.42 -0.28 -0.45
C 2.557 -3.729 3.605 -0.60 -1.14 -0.89
F 2.311 -4.934 4.148 0.17 0.37 0.20
F 3.364 -3.942 2.550 0.12 0.34 0.33
F 1.390 -3.285 3.113 0.38 0.04 0.36
H 3.861 -3.380 7.923 0.15 0.03 0.02
H 4.667 -1.832 8.254 0.03 -0.04 -0.07
H 3.141 -1.882 7.360 0.11 0.08 -0.01
H 5.821 -3.008 6.411 -0.14 -0.21 -0.25
H 5.087 -1.544 5.787 -0.28 -0.11 -0.11
C 3.570 -6.838 0.876 -0.07 -0.26 -0.28
C 4.745 -7.107 1.794 -0.32 0.71 0.01
O 5.030 -8.515 1.865 0.37 -0.55 -0.08
C 5.738 -9.013 0.847 -0.40 1.20 0.29
O 6.127 -8.372 -0.086 0.18 -0.53 -0.12
C 6.012 -10.501 1.068 0.21 -1.57 0.12
F 4.914 -11.167 1.465 0.05 0.45 -0.09
F 6.947 -10.692 2.016 -0.15 0.44 -0.13
F 6.452 -11.105 -0.042 -0.12 0.54 0.08
H 2.700 -7.421 1.187 0.03 0.09 0.12
H 3.309 -5.780 0.887 0.05 -0.05 0.03
H 3.797 -7.126 -0.151 0.08 0.11 0.04
H 4.500 -6.786 2.807 0.06 -0.33 0.05
H 5.632 -6.550 1.487 0.01 -0.22 -0.12
C 9.340 -3.227 1.376 -0.14 0.33 -0.11
C 8.951 -3.494 2.816 0.28 -0.61 -0.47
O 8.722 -2.261 3.523 -0.41 0.51 0.38
C 7.531 -1.691 3.333 0.54 -1.17 -0.49
O 6.667 -2.127 2.626 -0.23 0.49 0.32
C 7.410 -0.422 4.179 0.02 1.48 0.62
F 8.502 0.354 4.100 -0.09 -0.45 -0.17
F 7.234 -0.715 5.484 0.14 -0.28 -0.30
F 6.373 0.341 3.811 0.08 -0.54 -0.16
H 10.200 -2.556 1.330 0.05 -0.14 0.06
H 9.589 -4.158 0.867 0.00 0.01 0.07
H 8.528 -2.742 0.831 -0.02 -0.13 0.02
H 9.768 -4.000 3.329 -0.04 0.29 0.20
H 8.077 -4.144 2.884 -0.10 0.25 0.02
C 5.381 -7.291 -4.820 -0.13 0.33 -0.12
C 6.511 -7.118 -3.826 -0.37 -0.74 -0.03
O 7.132 -5.829 -3.977 0.17 0.72 0.20
C 6.499 -4.806 -3.399 -0.26 -1.37 -0.02
O 5.472 -4.893 -2.787 0.18 0.58 -0.02
C 7.292 -3.513 -3.597 0.72 1.27 -0.32
F 7.718 -3.365 -4.862 -0.24 -0.31 0.20
F 8.384 -3.482 -2.811 -0.31 -0.33 0.01
F 6.569 -2.424 -3.302 -0.14 -0.50 0.06
H 5.736 -7.118 -5.838 0.06 -0.13 0.05
H 4.965 -8.297 -4.757 0.07 0.02 0.02
H 4.580 -6.574 -4.635 0.01 -0.09 0.09
H 7.284 -7.863 -4.018 0.19 0.30 -0.03
H 6.173 -7.265 -2.799 0.02 0.24 -0.03
C -8.363 -2.292 3.825 -0.09 -0.32 -0.01
C -8.963 -1.504 2.678 0.25 0.35 0.64
O -9.188 -2.354 1.540 -0.26 -0.26 -0.54
C -10.299 -3.103 1.576 0.38 0.84 0.84
O -11.087 -3.111 2.474 -0.11 -0.33 -0.42
C -10.430 -3.915 0.286 -0.25 -0.97 -1.16
F -9.270 -4.504 -0.065 -0.04 0.28 0.31
F -10.798 -3.136 -0.749 0.12 0.18 0.41
F -11.341 -4.885 0.388 0.18 0.41 0.36
H -7.455 -2.807 3.503 0.04 0.15 0.00
H -8.119 -1.632 4.659 -0.01 0.02 -0.07
H -9.054 -3.057 4.183 -0.04 0.12 0.02
H -8.264 -0.731 2.359 -0.03 -0.18 -0.29
H -9.885 -1.000 2.972 -0.08 -0.24 -0.10
C 0.983 9.540 -6.209 -0.13 0.31 -0.13
C 2.128 9.615 -5.221 -0.37 -0.65 -0.11
O 2.822 10.868 -5.333 0.23 0.60 0.22
C 2.251 11.907 -4.713 -0.35 -1.24 -0.05
O 1.227 11.855 -4.095 0.24 0.49 0.01
C 3.116 13.158 -4.874 0.77 1.35 -0.26
F 3.541 13.324 -6.138 -0.25 -0.34 0.18
F 4.215 13.098 -4.098 -0.32 -0.35 -0.01
F 2.461 14.274 -4.535 -0.17 -0.54 0.04
H 1.339 9.727 -7.225 0.08 -0.12 0.05
H 0.510 8.558 -6.175 0.04 0.03 0.05
H 0.226 10.295 -5.993 0.00 -0.11 0.10
H 2.856 8.834 -5.444 0.21 0.29 -0.03
H 1.788 9.453 -4.197 -0.02 0.26 -0.04